Below is a structure of composition C32H61B2F4N5O7SSi3Sr at a distorted geometry, with properties calculated with ωB97M-V/def2-TZVPD.

```
! RIJCOSX wB97M-V def2-TZVPD def2/J DEFGRID3
* xyz 0 1
Sr -0.3924 -1.9051 -1.4071
C -3.1353 -4.4011 -4.2280
C -2.5161 -3.5759 -3.1416
N -1.2678 -3.5225 -2.8874
O -0.3600 -4.2189 -3.6205
B 0.9978 -4.0101 -3.0650
F 1.1446 -2.5549 -2.8299
F 1.9191 -4.4209 -3.9660
O 1.2158 -4.6713 -1.7722
N 0.4872 -4.0387 -0.8101
C 0.1687 -4.6462 0.2663
C 0.6280 -6.0308 0.6126
C -0.7622 -3.9159 1.1335
N -1.2217 -2.8195 0.6558
O -2.1259 -2.1279 1.4021
B -3.4467 -1.8887 0.7444
F -4.0506 -3.1444 0.5918
F -4.1535 -1.1172 1.6256
O -3.4094 -1.1978 -0.5597
N -2.7341 -1.9203 -1.5182
C -3.3591 -2.7651 -2.2445
C -4.8374 -2.9934 -2.2362
C -1.2021 -4.4768 2.4506
H -2.3452 -4.8782 -4.8043
H -3.7392 -3.7766 -4.8848
H -3.7808 -5.1705 -3.8081
H 1.2918 -6.3814 -0.1747
H -0.2181 -6.7109 0.6894
H 1.1641 -6.0355 1.5611
H -5.2887 -2.3553 -1.4799
H -5.0542 -4.0317 -1.9935
H -5.2639 -2.7618 -3.2117
H -1.0506 -5.5484 2.5205
H -2.2580 -4.2394 2.5775
H -0.6589 -3.9878 3.2599
C 2.0728 -2.0499 2.5929
C 2.8730 -1.0064 1.8167
C 3.5694 -1.6974 0.6375
C 3.8828 -0.3305 2.7443
O 2.0265 -0.0071 1.2545
Si 0.7522 0.9065 1.6326
S -0.3725 0.7392 -0.2505
O 0.0083 0.1224 2.8144
C -0.8639 0.2684 3.9319
C -1.9969 1.2323 3.5996
C -1.4172 -1.1218 4.2435
C -0.0261 0.7533 5.1203
O 0.9266 2.5024 1.7924
C 1.4300 3.6231 2.5254
C 0.3447 4.2042 3.4404
C 1.7971 4.7067 1.5044
C 2.6419 3.2083 3.3520
H 2.7416 -2.8221 2.9690
H 1.3366 -2.5006 1.9315
H 1.5584 -1.5826 3.4247
H 4.1674 -2.5329 0.9947
H 4.2216 -1.0079 0.1066
H 2.8160 -2.0685 -0.0612
H 4.5789 -1.0670 3.1342
H 3.3561 0.1411 3.5699
H 4.4364 0.4327 2.2051
H -2.6305 0.7845 2.8387
H -1.5895 2.1636 3.2187
H -2.5981 1.4386 4.4823
H -1.9592 -1.4941 3.3804
H -2.0894 -1.0774 5.0949
H -0.5997 -1.8016 4.4754
H 0.4013 1.7305 4.9219
H 0.7874 0.0549 5.3072
H -0.6469 0.8114 6.0093
H -0.5447 4.4459 2.8666
H 0.7201 5.1165 3.8974
H 0.0693 3.5148 4.2301
H 0.9375 4.9045 0.8698
H 2.6291 4.4003 0.8808
H 2.0724 5.6232 2.0189
H 2.3685 2.4074 4.0335
H 3.0014 4.0558 3.9268
H 3.4415 2.8550 2.7081
C 2.7795 1.0480 -3.1603
Si 2.0976 2.2262 -1.8116
C 2.4050 4.0479 -2.3330
C 3.3391 1.9822 -0.3882
C 0.1703 1.8803 -1.6496
C -0.1543 1.2672 -2.9744
C -0.0392 2.0905 -4.1085
C -0.3739 1.6162 -5.3525
C -0.8226 0.3056 -5.4618
C -0.8708 -0.4549 -4.3127
N -0.5380 -0.0013 -3.1055
Si -1.2488 3.2293 -1.4394
C -2.7833 2.4780 -2.2861
C -1.6776 3.6055 0.3730
C -0.9056 4.9273 -2.2644
H 3.8637 0.9955 -3.1083
H 2.5213 1.3678 -4.1643
H 2.3995 0.0341 -3.0376
H 3.4703 4.1802 -2.4935
H 2.1059 4.7481 -1.5613
H 1.9080 4.3397 -3.2495
H 4.2673 2.4997 -0.6168
H 3.5625 0.9313 -0.2683
H 2.9759 2.3410 0.5605
H 0.3082 3.1001 -3.9920
H -0.2813 2.2438 -6.2256
H -1.1122 -0.1102 -6.4126
H -1.1848 -1.4881 -4.3653
H -2.9409 1.4592 -1.9432
H -2.6888 2.4522 -3.3674
H -3.6803 3.0434 -2.0548
H -0.8567 3.3391 1.0195
H -2.5306 3.0150 0.6875
H -1.9162 4.6535 0.5190
H -0.7174 4.8605 -3.3289
H -0.0782 5.4622 -1.8141
H -1.7901 5.5451 -2.1435
*
```

Properties
- ΔE to the lowest compared entry with this formula, charge and spin: 0.0 kJ/mol
- LUMO energy: 0.0001 hartree
- E_tot: -3803.5047 hartree
- Frontier orbital gap: 8.62 eV


Below is a structure of composition C32H63B3ClNO39S10 at a distorted geometry, with properties calculated with ωB97M-V/def2-TZVPD.

```
! RIJCOSX wB97M-V def2-TZVPD def2/J DEFGRID3
* xyz 0 1
C 7.9856 3.1153 -1.2569
C 6.4437 2.7696 -1.4323
C 6.2100 1.2100 -1.4955
C 4.8428 0.8663 -0.7803
C 3.6768 1.0460 -1.8670
C 2.8668 -0.2855 -2.0566
C 1.7847 -0.5146 -0.9301
C 0.6714 0.5914 -1.0811
C -0.6350 0.0357 -1.8406
C -1.7511 -0.1810 -0.7469
B -3.2492 -0.1831 -1.2943
O -4.1187 -1.2624 -0.8849
B -4.9212 -0.6492 0.1018
N -5.2624 -1.3559 1.3676
C -4.7590 -0.7045 2.2545
S -4.0536 0.2076 3.3613
O -5.3508 0.6625 -0.1474
B -5.0894 1.0690 -1.4871
C -6.2936 1.8710 -2.2043
Cl -5.7298 3.2397 -3.2571
C -7.4061 2.2919 -1.1415
C -8.2937 3.5064 -1.5871
O -3.8466 0.8016 -2.1124
H 8.1802 3.4787 -0.2274
H 8.3148 3.9176 -1.9791
H 8.6534 2.2378 -1.4420
H 6.1184 3.1898 -2.4375
H 5.9125 3.2711 -0.5855
H 7.0209 0.6038 -1.0186
H 6.1624 0.9129 -2.5795
H 4.8005 -0.1531 -0.3258
H 4.7030 1.5992 0.0589
H 4.0798 1.3265 -2.8736
H 3.0648 1.9107 -1.5153
H 2.3403 -0.2342 -3.0556
H 3.5365 -1.2078 -2.1059
H 1.3198 -1.5406 -0.9672
H 2.3302 -0.4690 0.0532
H 0.9937 1.4962 -1.6477
H 0.3983 0.9357 -0.0472
H -0.2928 -0.9203 -2.3210
H -0.9193 0.7743 -2.6341
H -1.7057 0.5668 0.0951
H -1.5609 -1.1926 -0.2863
H -6.7838 1.1208 -2.8913
H -8.0104 1.3612 -0.9574
H -6.9305 2.5972 -0.1690
H -8.8108 3.3667 -2.5644
H -7.6781 4.4448 -1.5701
H -9.0926 3.6518 -0.8078
C 10.9227 -0.6384 1.0096
C 10.7021 -0.5059 2.5051
O 10.0553 0.7572 2.6716
S 9.1288 1.0461 1.3832
O 7.7934 0.6746 1.6917
O 9.4660 2.3284 0.8685
O 9.7539 -0.0815 0.4099
H 11.7862 -0.0520 0.6838
H 11.0519 -1.6743 0.7002
H 11.6343 -0.5360 3.0680
H 10.0288 -1.2834 2.8762
C -5.8619 -5.6167 1.8309
C -6.3099 -4.2469 2.2977
O -7.7308 -4.3424 2.4003
S -8.1374 -5.8415 2.8252
O -8.3538 -5.8564 4.2318
O -9.0960 -6.3228 1.8955
O -6.7147 -6.5417 2.5198
H -6.0213 -5.7424 0.7572
H -4.8169 -5.8111 2.0658
H -6.0316 -3.4544 1.6079
H -5.9109 -4.0198 3.2904
C 13.5365 1.5030 5.3506
C 13.6599 3.0006 5.5587
O 12.5298 3.5582 4.8854
S 11.2891 2.5214 4.9764
O 10.4514 2.9157 6.0530
O 10.7938 2.2883 3.6616
O 12.1367 1.2258 5.4450
H 13.8754 1.2128 4.3524
H 14.0876 0.9354 6.0986
H 14.5862 3.4021 5.1522
H 13.5855 3.2606 6.6179
C -11.2563 -4.1290 3.7942
C -10.7490 -3.2043 4.8831
O -11.3227 -1.9306 4.5758
S -12.7664 -2.1583 3.8870
O -13.7684 -2.0139 4.8848
O -12.7942 -1.4282 2.6626
O -12.6064 -3.7240 3.5527
H -10.6910 -3.9971 2.8673
H -11.2221 -5.1754 4.0927
H -9.6627 -3.1426 4.9046
H -11.1143 -3.5128 5.8660
C 10.6972 4.8386 -0.3552
C 11.9090 5.1791 0.4868
O 12.8317 5.7831 -0.4265
S 12.0064 6.5832 -1.5605
O 11.9537 7.9557 -1.1955
O 12.4593 6.1477 -2.8348
O 10.5598 5.9302 -1.2736
H 10.8605 3.9266 -0.9329
H 9.7974 4.7307 0.2430
H 12.3488 4.3013 0.9558
H 11.6630 5.9161 1.2558
C 4.9374 -5.2728 -4.3037
C 3.8589 -4.4850 -3.5854
O 4.3672 -4.2891 -2.2641
S 5.9767 -4.1662 -2.3270
O 6.3200 -2.7883 -2.3290
O 6.5337 -5.0960 -1.4102
O 6.1726 -4.7360 -3.8255
H 4.8993 -6.3318 -4.0358
H 4.8718 -5.1710 -5.3856
H 2.9073 -5.0122 -3.5568
H 3.7157 -3.5019 -4.0422
C -12.7141 -0.0226 -0.1878
C -11.5142 0.3562 0.6559
O -10.6309 1.0329 -0.2483
S -11.5042 1.8212 -1.3548
O -11.6232 3.1770 -0.9472
O -11.0401 1.4436 -2.6435
O -12.9132 1.0862 -1.0739
H -12.5095 -0.9096 -0.7926
H -13.6037 -0.1936 0.4151
H -11.0257 -0.5097 1.0965
H -11.7914 1.0574 1.4467
C -14.6803 -7.2810 -0.0906
C -15.7913 -6.4742 0.5543
O -15.3693 -6.2850 1.9065
S -13.7577 -6.1874 1.9516
O -13.3889 -4.8145 1.9786
O -13.2779 -7.1234 2.9061
O -13.4712 -6.7643 0.4679
H -14.7541 -8.3387 0.1747
H -14.6721 -7.1800 -1.1746
H -16.7511 -6.9859 0.5196
H -15.8877 -5.4897 0.0888
C 6.6712 6.9409 -4.3483
C 7.6227 5.9283 -4.9548
O 6.8850 4.7036 -4.9806
S 5.3198 5.0307 -5.2065
O 5.0260 4.8746 -6.5874
O 4.5752 4.3858 -4.1836
O 5.3846 6.6102 -4.8798
H 6.6268 6.8407 -3.2609
H 6.9379 7.9643 -4.6064
H 8.5362 5.8151 -4.3737
H 7.8778 6.1915 -5.9847
*
```

Properties
- LUMO energy: -0.0015 hartree
- E_tot: -8762.8193 hartree
- Frontier orbital gap: 9.81 eV


Below is a cluster of 3 separate species, C32H63BN4O6PS2 in total at a distorted geometry, with properties calculated with ωB97M-V/def2-TZVPD.

```
! RIJCOSX wB97M-V def2-TZVPD def2/J DEFGRID3
* xyz -1 1
C 8.9425 -2.0188 3.2451
C 7.8500 -2.5137 4.3655
N 6.6475 -3.0415 3.6128
C 5.7720 -3.9212 4.4786
C 4.6723 -4.8250 3.6657
C 5.8567 -1.9154 2.9498
S 5.5966 -0.3681 3.6255
S 5.0824 -2.2911 1.2879
C 5.8977 -1.3617 -0.1162
C 5.5571 0.2393 -0.1919
C 4.2102 0.6357 -1.0305
C 2.7916 0.1643 -0.3614
C 2.0341 -1.1907 -0.8947
C 3.0007 -2.2915 -1.6286
O 3.0407 0.3157 1.1112
B 2.7676 1.6914 1.6577
C 4.0117 2.7588 1.7738
C 3.5958 4.2554 2.2980
O 2.6590 5.0534 1.7769
O 4.3786 4.7933 3.4474
P 2.0866 1.6636 3.4472
N 1.0779 2.8735 3.8185
O 1.9492 2.3058 0.5685
C 1.5257 1.2586 -0.4198
C 1.3704 2.1545 -1.7843
C 0.2304 1.6305 -2.8378
C 0.1627 0.6839 0.3308
C -0.8678 1.8526 0.8390
C -2.1852 1.0416 1.4757
C -2.3256 0.6737 3.0794
C -3.6511 -0.1758 3.5768
C -4.8199 -0.6777 2.4956
C -4.6608 -0.2699 0.8845
C -3.3340 0.5919 0.3491
H 8.5239 -1.2771 2.4388
H 9.2639 -2.9981 2.6442
H 9.8318 -1.5189 3.8186
H 8.3271 -3.4459 4.9302
H 7.6047 -1.7259 5.1987
H 5.2332 -3.3463 5.3664
H 6.5090 -4.6920 5.0147
H 5.0307 -5.0610 2.5537
H 4.4150 -5.8628 4.1857
H 3.6739 -4.1858 3.5322
H 7.0745 -1.4405 0.0703
H 5.7244 -1.9431 -1.1442
H 5.6164 0.6571 0.8994
H 6.4700 0.7408 -0.7759
H 4.3095 0.3003 -2.1719
H 4.1767 1.8278 -1.0763
H 1.4710 -1.7611 -0.0202
H 1.2639 -0.8272 -1.7316
H 2.3043 -2.8742 -2.4041
H 3.8683 -1.8317 -2.2821
H 3.4009 -3.1469 -0.8980
H 4.8045 2.2864 2.5272
H 4.6147 2.9167 0.7604
H 4.3807 5.7943 3.4369
H 3.2418 1.8080 4.3445
H 1.3735 0.4266 3.6477
H 1.4751 3.4687 4.6067
H 1.0590 3.2653 -1.4768
H 2.3819 2.2510 -2.3839
H 0.7442 1.5436 -3.9081
H -0.6706 2.3804 -2.9626
H -0.2167 0.5738 -2.6097
H -0.4266 0.0635 -0.5018
H 0.3793 -0.0743 1.1953
H -0.4649 2.5326 1.7024
H -1.2607 2.4778 -0.0709
H -1.4469 1.0291 3.7789
H -3.7626 -0.4760 4.7199
H -5.7391 -1.3154 2.9088
H -5.4720 -0.6010 0.0747
H -3.1831 0.8617 -0.7972
C -2.6080 1.5298 -8.2730
C -2.1535 2.5564 -7.2384
C -1.3470 1.9407 -6.0712
O -2.1446 1.2508 -5.1046
C -2.4870 -0.0779 -5.4683
N -3.3276 3.2954 -6.7507
H -3.4582 0.9334 -7.9314
H -2.9247 2.0332 -9.1938
H -1.7930 0.8466 -8.5328
H -1.4934 3.2637 -7.7551
H -0.8681 2.7619 -5.5240
H -0.5360 1.2985 -6.4356
H -1.6912 -0.5704 -6.0349
H -3.4193 -0.0810 -6.0359
H -2.6608 -0.6467 -4.5490
H -3.0091 4.0425 -6.1330
H -3.8424 2.6687 -6.1246
C -10.5952 -0.8821 0.1190
C -9.3719 -1.7420 -0.1892
C -8.8344 -2.5132 1.0388
O -8.0939 -1.7083 1.9610
C -8.8962 -0.9710 2.8707
N -8.3313 -0.8947 -0.7906
H -10.3412 0.0385 0.6513
H -11.0929 -0.5826 -0.8106
H -11.3230 -1.4358 0.7207
H -9.6808 -2.4861 -0.9336
H -8.1278 -3.2701 0.6770
H -9.6339 -3.0590 1.5543
H -9.8021 -1.5133 3.1576
H -9.1510 -0.0003 2.4416
H -8.3032 -0.7857 3.7722
H -7.5549 -1.4892 -1.0821
H -7.9300 -0.3266 -0.0384
*
```

Properties
- LUMO energy: 0.0504 hartree
- E_tot: -3089.5350 hartree
- Frontier orbital gap: 5.50 eV


Below is a cluster of 3 separate species, C32H63ClF3O6PSi2 in total at a distorted geometry, with properties calculated with ωB97M-V/def2-TZVPD.

```
! RIJCOSX wB97M-V def2-TZVPD def2/J DEFGRID3
* xyz 0 1
C -4.0048 0.6986 3.3758
C -2.9336 -0.1390 3.3775
C -2.9648 -1.6091 3.0407
Si -3.0271 -2.0877 1.2131
C -4.6629 -1.4425 0.5925
C -4.8732 -1.0438 -0.6539
C -3.1076 -3.9593 1.1171
C -3.5381 -4.4978 -0.2678
C -5.0498 -4.6837 -0.4172
Cl -5.5538 -4.2480 -2.0804
O -1.8902 -1.4028 0.2312
Si -0.2441 -1.2631 0.4164
C 0.3078 -0.6188 2.0882
C 1.8237 -0.2712 2.0851
C 2.1594 0.9980 2.8777
C 3.5253 1.5991 2.5230
C 3.7249 1.9149 1.0267
C 3.8610 3.4181 0.7116
C 4.6519 3.6467 -0.5770
C 3.8096 3.3906 -1.8339
C 4.3761 4.1053 -3.0607
C 3.9085 3.5244 -4.4023
C 0.2768 -0.0240 -0.9170
C -0.1762 1.4230 -0.7588
O 0.4537 2.0315 0.3391
C -1.6907 1.6348 -0.7009
F -2.3546 0.8506 -1.5666
F -1.9709 2.9177 -1.0623
F -2.2054 1.4792 0.5280
P 0.9781 -3.0801 -0.1335
C -0.1202 -4.4140 -0.7837
C 1.7091 -3.7977 1.3999
C 0.7497 -4.1675 2.5457
H -4.5829 0.9454 2.4907
H -4.2255 1.2304 4.2990
H -1.9713 0.2829 3.6714
H -3.9116 -1.9807 3.4357
H -2.1793 -2.1242 3.5959
H -5.4896 -1.3902 1.3000
H -4.1630 -1.2733 -1.4393
H -5.7671 -0.4938 -0.9251
H -3.8932 -4.2271 1.8376
H -2.2038 -4.4607 1.4705
H -3.1914 -3.8207 -1.0512
H -3.0197 -5.4421 -0.4405
H -5.6085 -4.0693 0.2816
H -5.2936 -5.7367 -0.3106
H -0.2446 0.3034 2.2865
H 0.1478 -1.3390 2.8915
H 2.2435 -0.2432 1.0793
H 2.3378 -1.0895 2.5971
H 2.2212 0.6864 3.9274
H 1.3564 1.7364 2.8293
H 3.7096 2.5047 3.1051
H 4.2741 0.8599 2.8225
H 2.8912 1.5350 0.4361
H 4.6204 1.3966 0.6708
H 2.8472 3.7939 0.5623
H 4.3374 3.9203 1.5563
H 5.4881 2.9402 -0.6108
H 5.0727 4.6545 -0.6217
H 2.7938 3.7655 -1.6628
H 3.7235 2.3183 -2.0297
H 4.1146 5.1653 -3.0185
H 5.4695 4.0604 -3.0337
H 3.7264 2.4517 -4.3204
H 4.6508 3.7053 -5.1786
H 2.9681 3.9801 -4.7179
H -0.1575 -0.3879 -1.8542
H 1.3597 -0.0562 -1.0336
H 0.1209 1.9703 -1.6639
H 0.4218 2.9983 0.2228
H -1.0125 -3.9937 -1.2420
H 0.4307 -4.9239 -1.5751
H -0.3676 -5.1633 -0.0309
H 2.1672 -4.7246 1.0417
H 2.5288 -3.1616 1.7277
H 0.4140 -5.1993 2.4284
H 1.2486 -4.1194 3.5156
H -0.1377 -3.5345 2.5717
C 1.0915 5.6251 4.5778
C 1.4832 6.4017 3.3393
O 1.4466 5.5844 2.1613
C 0.3306 5.3597 1.4622
C -1.0110 5.7781 2.0037
O 0.4242 4.7565 0.4194
H 0.0632 5.2676 4.5210
H 1.1880 6.2542 5.4627
H 1.7368 4.7542 4.6929
H 0.8783 7.2986 3.2019
H 2.5190 6.7278 3.4123
H -1.4595 4.9166 2.4995
H -1.6390 6.0598 1.1625
H -0.9756 6.6125 2.6983
C -2.5170 -4.6027 -5.4375
C -1.6555 -4.1200 -4.2883
O -0.3730 -4.7559 -4.2818
C 0.6714 -4.3196 -5.0186
C 0.4512 -3.2583 -6.0719
O 1.7424 -4.8324 -4.8505
H -2.0807 -4.3521 -6.4048
H -3.5106 -4.1573 -5.3829
H -2.6162 -5.6873 -5.3962
H -1.5516 -3.0337 -4.2696
H -2.1146 -4.4080 -3.3428
H 0.3150 -3.7520 -7.0337
H 1.3471 -2.6447 -6.1182
H -0.3971 -2.6056 -5.8856
*
```

Properties
- ΔE to the lowest compared entry with this formula, charge and spin: 0.0 kJ/mol
- LUMO energy: 0.0193 hartree
- E_tot: -3388.7163 hartree
- Frontier orbital gap: 8.22 eV
- SMILES string: C=CC[Si@](C=C)(CCCCl)O[Si@](CCCCCCCCCC)(C[C@H](O)C(F)(F)F)P(C)CC.CCOC(C)=O.CCOC(C)=O